1.
Entry from the Open Molecules 2025 dataset: a 6-piece molecular cluster, C43H80F6N8O11P overall in a non-equilibrium geometry (wB97M-V/def2-TZVPD).

The geometry in XYZ format:
```
149
C43H80F6N8O11P, DFT wB97M-V/def2-TZVPD
C 1.5458 4.5848 -2.5013
C 0.5509 3.8657 -3.4229
N 0.3940 2.4441 -3.0542
N 1.4168 1.5887 -3.6297
C 2.0114 0.6598 -2.5800
P 1.0708 0.5665 -1.0064
N -0.3774 0.1388 -1.2371
O 1.3073 1.9313 -0.2129
O 1.9461 -0.5392 -0.2590
C 2.2348 -0.6996 -3.2476
C 3.5911 -1.2936 -2.8171
C 3.4609 -2.5505 -1.9905
O 4.0059 -2.7008 -0.9394
O 2.7207 -3.5098 -2.6078
C 2.2308 -0.3412 -4.7805
O 3.4723 0.3575 -4.8848
C 3.9508 0.8289 -6.0985
O 3.5096 0.4650 -7.1353
C 5.1036 1.7374 -5.9001
C 6.3594 1.1774 -5.7098
C 7.4658 2.0022 -5.5732
C 7.3113 3.3782 -5.6285
C 6.0547 3.9312 -5.8150
C 4.9433 3.1169 -5.9497
C 2.1271 -1.6468 -5.5385
C 3.2744 -2.1832 -6.1120
C 3.2385 -3.4151 -6.7504
C 2.0490 -4.1205 -6.8340
C 0.9026 -3.5929 -6.2570
C 0.9352 -2.3682 -5.6113
C 0.9927 0.6284 -4.7423
F -0.0685 -0.0288 -4.2324
C 0.4854 1.4165 -5.9804
F -0.5854 2.1379 -5.5463
F 1.4295 2.3048 -6.3565
C -0.0582 0.6368 -7.2213
F -0.5827 1.5529 -8.0316
F -1.0195 -0.2000 -6.8235
F 0.8852 -0.0189 -7.8639
H 2.0938 3.8559 -1.9084
H 1.0043 5.2022 -1.7931
H 2.2297 5.2057 -3.0687
H -0.4435 4.2811 -3.2894
H 0.7949 3.9878 -4.4794
H -0.5168 2.0963 -3.3262
H 2.1254 2.2331 -3.9872
H 2.9833 1.0941 -2.3493
H -1.0525 0.7531 -0.7971
H 2.0795 1.9536 0.3635
H 2.8198 -0.2719 0.0536
H 1.4822 -1.4390 -3.0046
H 4.1704 -0.6134 -2.2044
H 4.1538 -1.5840 -3.7026
H 2.0412 -3.8410 -2.0063
H 6.4858 0.1047 -5.6922
H 8.4458 1.5691 -5.4466
H 8.1811 4.0106 -5.5408
H 5.9625 5.0012 -5.8829
H 3.9698 3.5529 -6.1294
H 4.2134 -1.6559 -6.0509
H 4.1469 -3.8063 -7.1817
H 2.0362 -5.0766 -7.3334
H -0.0200 -4.1511 -6.3033
H 0.0288 -2.0131 -5.1521
C -5.0814 -2.3390 1.7274
C -5.1679 -0.8232 1.5906
C -3.9916 -0.2061 0.8233
O -2.7840 -0.1130 1.5557
C -2.0033 -1.2941 1.5903
N -5.3440 -0.2349 2.9198
H -4.3523 -2.6401 2.4795
H -6.0441 -2.7448 2.0346
H -4.8085 -2.8079 0.7800
H -6.0669 -0.5948 1.0098
H -4.2548 0.8248 0.5697
H -3.8181 -0.7418 -0.1204
H -2.0760 -1.8441 0.6481
H -2.2831 -1.9453 2.4214
H -0.9662 -0.9907 1.7336
H -5.5202 0.7616 2.8345
H -4.4577 -0.2973 3.4127
C -8.0939 -7.8164 3.8209
C -6.6250 -7.4369 3.9639
C -6.2994 -6.0156 3.4890
O -6.2370 -5.8551 2.0842
C -7.4826 -5.6639 1.4422
N -5.8023 -8.4491 3.2956
H -8.3566 -8.0341 2.7852
H -8.3009 -8.7117 4.4053
H -8.7457 -7.0182 4.1813
H -6.3855 -7.4703 5.0311
H -5.3003 -5.7575 3.8514
H -6.9982 -5.2868 3.9215
H -8.1713 -5.0921 2.0715
H -7.9508 -6.6117 1.1660
H -7.2940 -5.1012 0.5276
H -4.8210 -8.2666 3.4846
H -5.8949 -8.3157 2.2924
C 5.9468 9.1573 -1.7990
C 4.9453 8.4706 -2.7199
C 3.6993 7.9349 -2.0076
O 3.9016 6.7422 -1.2708
C 4.4191 6.9300 0.0380
N 5.6261 7.4210 -3.4806
H 6.5142 8.4367 -1.2099
H 6.6624 9.7282 -2.3882
H 5.4476 9.8441 -1.1139
H 4.5923 9.2166 -3.4379
H 2.9598 7.6826 -2.7748
H 3.2484 8.7012 -1.3648
H 4.0389 7.8468 0.4950
H 5.5108 6.9454 0.0362
H 4.0999 6.0834 0.6433
H 4.9789 7.0482 -4.1668
H 5.8096 6.6446 -2.8502
C 1.1195 6.9786 5.5684
C 2.3215 7.8840 5.3197
C 2.8490 7.8331 3.8803
O 3.6068 6.6777 3.5615
C 2.8449 5.5394 3.2226
N 3.3542 7.5824 6.3115
H 1.4131 5.9318 5.6490
H 0.6380 7.2506 6.5061
H 0.3808 7.0694 4.7694
H 1.9968 8.9149 5.4890
H 3.5353 8.6717 3.7401
H 2.0312 7.9568 3.1570
H 1.9301 5.8108 2.6852
H 2.5819 4.9457 4.1013
H 3.4601 4.9148 2.5719
H 4.1102 8.2564 6.2383
H 3.7798 6.6925 6.0686
C -4.8027 -8.9383 10.0980
C -4.5883 -9.2716 8.6254
C -5.3947 -8.3864 7.6672
O -6.7681 -8.7010 7.5703
C -7.5954 -8.1539 8.5789
N -4.8428 -10.6984 8.4201
H -5.7621 -9.3093 10.4585
H -4.0272 -9.4073 10.7020
H -4.7634 -7.8611 10.2714
H -3.5334 -9.0901 8.3968
H -4.9969 -8.5338 6.6586
H -5.2666 -7.3228 7.9145
H -7.2443 -7.1641 8.8871
H -7.6542 -8.8028 9.4559
H -8.5964 -8.0562 8.1601
H -4.5933 -10.9564 7.4701
H -5.8465 -10.8491 8.4688
```

Properties
HOMO ... -10.03 eV
Net charge ... +1
Molecular weight ... 1030.1 g mol⁻¹
HOMO-LUMO gap ... 7.3 eV

2.
Entry from the Open Molecules 2025 dataset: a 11-piece molecular cluster, C43H84O12 overall in a non-equilibrium geometry (wB97M-V/def2-TZVPD).

The geometry in XYZ format:
```
139
C43H84O12, DFT wB97M-V/def2-TZVPD
C -0.9932 0.2827 2.5615
C -0.1062 -0.0476 1.3747
C -0.1766 -1.5943 0.8399
O -0.8270 -1.9159 -0.4394
C -0.7942 -3.4150 -0.5069
C 0.3914 -3.9751 0.5313
C 1.1755 -2.5181 0.7772
C 2.0666 -2.0061 -0.5410
C 3.6560 -2.4697 -0.4483
C 4.5366 -1.4576 0.5292
C 5.9802 -1.0085 -0.1013
C 5.9207 0.1954 -1.2086
C 4.4224 0.7584 -1.5570
O 3.6857 -0.0425 -2.5691
C 2.4834 0.7019 -3.0188
H -1.9282 0.9830 2.4920
H -0.7396 -0.2636 3.5905
H 0.5576 0.8115 0.9148
H -0.8856 -2.1566 1.6140
H -0.4181 -3.8121 -1.5472
H -1.9084 -3.7471 -0.2376
H -0.1234 -4.2464 1.5492
H 1.0313 -4.8943 0.1931
H 1.6784 -2.3829 1.8291
H 1.6456 -2.5229 -1.5265
H 1.9921 -0.8279 -0.6756
H 4.0877 -2.5094 -1.5604
H 3.7501 -3.5732 -0.0365
H 3.8824 -0.5522 0.9422
H 4.7867 -2.1085 1.4985
H 6.7051 -0.6323 0.7687
H 6.5463 -1.9265 -0.5972
H 6.5658 1.1175 -0.8201
H 6.4044 -0.1855 -2.2303
H 4.5801 1.8282 -2.0632
H 3.7284 0.9451 -0.6335
H 1.4695 0.2544 -2.5879
H 2.4889 1.8383 -2.6945
H 2.4260 0.7046 -4.1996
C -4.4054 -2.9904 3.2664
C -3.8973 -1.6817 3.8097
O -2.7652 -1.5821 4.2801
C -4.8280 -0.4998 3.7554
H -3.6269 -3.7536 3.3712
H -5.2862 -3.3096 3.8294
H -4.6495 -2.8830 2.2065
H -5.7274 -0.7080 4.3401
H -5.0909 -0.2814 2.7173
H -4.3274 0.3760 4.1820
C -3.3764 -8.0087 -0.4356
C -3.1065 -6.5749 -0.8061
O -2.6335 -5.7832 0.0079
C -3.4379 -6.1470 -2.2107
H -3.0891 -8.1741 0.6082
H -4.4421 -8.2260 -0.5436
H -2.7860 -8.6740 -1.0706
H -4.5061 -6.2815 -2.3978
H -2.8501 -6.7293 -2.9248
H -3.1908 -5.0873 -2.3350
C -2.3055 1.4881 -5.2665
C -1.4956 1.2148 -4.0274
O -0.3580 1.6639 -3.8963
C -2.1311 0.3708 -2.9552
H -1.7204 2.1093 -5.9529
H -2.5481 0.5472 -5.7668
H -3.2199 2.0251 -5.0017
H -2.3659 -0.6198 -3.3525
H -3.0376 0.8580 -2.5874
H -1.4311 0.2569 -2.1206
C 2.9074 0.6069 4.0777
C 4.3923 0.3945 4.2038
O 4.9642 -0.5009 3.5841
C 5.1503 1.3198 5.1177
H 2.4924 -0.1334 3.3855
H 2.4298 0.4804 5.0526
H 2.7072 1.6060 3.6825
H 4.7727 1.2251 6.1388
H 5.0502 2.3507 4.7688
H 6.2114 1.0486 5.1097
C -9.1707 -0.8951 4.6404
C -8.7550 -0.8907 3.1937
O -8.1300 0.0527 2.7118
C -9.1339 -2.0849 2.3593
H -8.8298 0.0293 5.1188
H -10.2600 -0.9457 4.7138
H -8.7146 -1.7443 5.1554
H -10.2214 -2.1886 2.3311
H -8.6761 -2.9871 2.7726
H -8.7686 -1.9435 1.3365
C 8.4479 1.1239 -5.4129
C 7.3121 0.3246 -5.9933
O 7.5036 -0.5065 -6.8796
C 5.9329 0.5816 -5.4476
H 9.3836 0.8330 -5.9020
H 8.2791 2.1897 -5.5866
H 8.5353 0.9220 -4.3423
H 5.6521 1.6231 -5.6229
H 5.9082 0.3554 -4.3787
H 5.2136 -0.0664 -5.9597
C 2.4566 5.6833 5.8993
C 3.9105 5.2952 5.8623
O 4.3079 4.3750 5.1493
C 4.8595 6.0762 6.7315
H 1.8904 5.0343 5.2228
H 2.0647 5.5597 6.9120
H 2.3400 6.7188 5.5698
H 4.5746 5.9701 7.7812
H 4.8500 7.1292 6.4391
H 5.8746 5.6857 6.6025
C -1.6361 6.7630 6.3904
C -0.8262 6.4898 7.6294
O 0.3114 6.9389 7.7605
C -1.4617 5.6457 8.7016
H -1.0510 7.3843 5.7040
H -1.8787 5.8221 5.8900
H -2.5505 7.3001 6.6552
H -1.6964 4.6552 8.3043
H -2.3682 6.1330 9.0694
H -0.7616 5.5319 9.5362
C -1.2620 -5.1332 -6.6682
C -2.5491 -5.5937 -6.0380
O -2.7907 -5.3809 -4.8509
C -3.5291 -6.3246 -6.9163
H -0.6525 -4.6211 -5.9161
H -0.7034 -5.9943 -7.0439
H -1.4754 -4.4341 -7.4807
H -3.0715 -7.2386 -7.3029
H -3.8436 -5.6785 -7.7398
H -4.4116 -6.5964 -6.3273
C -2.0152 6.7711 -7.2723
C -1.5681 5.3448 -7.0947
O -2.1846 4.4135 -7.6101
C -0.3378 5.1018 -6.2620
H -2.9153 6.7944 -7.8958
H -2.2519 7.2101 -6.2998
H -1.2305 7.3473 -7.7691
H -0.4998 5.4664 -5.2447
H 0.5216 5.6035 -6.7139
H -0.1342 4.0265 -6.2208
```

Properties
HOMO ... -7.37 eV
Net charge ... 0
SMILES string ... C=C[C@H]1OCC[C@H]1CCCCCCOC.CC(C)=O.CC(C)=O.CC(C)=O.CC(C)=O.CC(C)=O.CC(C)=O.CC(C)=O.CC(C)=O.CC(C)=O.CC(C)=O
Molecular weight ... 793.1 g mol⁻¹
HOMO-LUMO gap ... 7.5 eV

3.
Entry from the Open Molecules 2025 dataset: a 6-piece molecular cluster, C43H87N2O12 overall in a non-equilibrium geometry (wB97M-V/def2-TZVPD).

The geometry in XYZ format:
```
144
C43H87N2O12, DFT wB97M-V/def2-TZVPD
C -3.8887 -4.2689 -4.7057
C -3.6825 -2.6789 -4.3130
C -3.4435 -1.7266 -5.6268
C -2.9566 -0.2254 -5.1816
C -4.0941 0.8855 -5.6544
C -5.2558 0.8491 -4.4517
C -4.7954 1.8731 -3.2425
C -4.3762 1.0827 -1.8510
C -3.1003 1.9434 -1.1999
C -3.1266 1.6139 0.4136
C -2.3089 0.1678 0.5961
C -0.7079 0.5144 0.6552
C 0.1460 -0.0662 -0.6601
C 1.2745 -1.1697 -0.2185
C 2.7276 -0.8165 -0.8921
C 2.8290 -1.0879 -2.5070
C 2.1470 0.0683 -3.4488
C 0.8470 -0.6106 -4.1986
N 3.7846 -1.5936 -0.1389
C 3.4933 -3.0770 -0.0741
C 1.9352 -3.4659 0.2572
N 0.9048 -2.6116 -0.4851
C -0.4541 -3.0273 0.0711
O -0.7597 -4.4444 -0.3195
C -1.5333 -5.1003 0.7603
C -2.9463 -4.4329 1.2613
O -1.0369 -6.2583 1.2645
H -4.0586 -4.4546 -5.8600
H -2.9136 -4.8795 -4.4098
H -4.7871 -4.7403 -4.1019
H -2.7359 -2.6309 -3.6142
H -4.5983 -2.3257 -3.6476
H -4.4766 -1.6509 -6.1862
H -2.6444 -2.1727 -6.3586
H -1.8987 0.0494 -5.6229
H -2.8624 -0.2092 -4.0061
H -4.5536 0.5315 -6.6769
H -3.6532 1.9686 -5.8060
H -5.2558 -0.2436 -3.9715
H -6.3104 1.0991 -4.8935
H -3.8700 2.4997 -3.6346
H -5.6512 2.6401 -3.0197
H -4.0564 -0.0341 -2.0390
H -5.3024 1.0488 -1.1163
H -3.1860 3.0866 -1.4634
H -2.1261 1.4523 -1.6745
H -2.5694 2.4954 0.9883
H -4.2055 1.5587 0.8768
H -2.6723 -0.2700 1.6451
H -2.6240 -0.5767 -0.2499
H -0.3042 0.0662 1.6781
H -0.5444 1.6837 0.7370
H 0.6341 0.9033 -1.1549
H -0.6385 -0.5428 -1.3922
H 1.4137 -1.0718 0.9612
H 2.9157 0.3403 -0.7025
H 3.9943 -1.0921 -2.7673
H 2.4152 -2.1223 -2.8652
H 2.9326 0.3042 -4.3157
H 1.9245 1.0813 -2.9060
H -0.0968 -0.7376 -3.5013
H 0.5326 0.0446 -5.1454
H 1.1391 -1.6845 -4.6270
H 3.9922 -1.1831 0.8021
H 4.1410 -3.4995 0.8354
H 3.8673 -3.6870 -1.0205
H 1.7439 -3.3488 1.4169
H 1.8207 -4.6275 0.0236
H 0.9050 -2.8897 -1.4933
H -0.4342 -3.0285 1.2445
H -1.3529 -2.3946 -0.3327
H -2.8836 -4.2732 2.4340
H -3.1690 -3.4090 0.6901
H -3.8400 -5.1782 1.0042
O 4.1112 0.4712 1.7806
C 4.8649 1.4396 1.7000
O 5.8888 1.4382 0.8164
C 6.6850 2.5922 0.4927
C 7.8424 2.7399 1.4593
C 4.7285 2.5968 2.6439
H 6.0695 3.4949 0.4326
H 7.0796 2.4215 -0.5149
H 7.4933 2.9074 2.4820
H 8.4828 3.5788 1.1703
H 8.4457 1.8261 1.4761
H 5.3109 2.3992 3.5459
H 3.6726 2.7002 2.9154
H 5.0225 3.5506 2.2088
O 9.3513 2.7059 -0.7391
C 9.7108 1.7118 -1.3675
O 8.8702 0.6651 -1.5318
C 9.1105 -0.4386 -2.4232
C 9.9270 -1.5175 -1.7412
C 11.1160 1.5951 -1.8777
H 9.5608 -0.1003 -3.3614
H 8.1268 -0.8447 -2.6832
H 10.9186 -1.1530 -1.4586
H 10.0508 -2.3829 -2.3994
H 9.4349 -1.8442 -0.8191
H 11.7478 1.1575 -1.1023
H 11.4836 2.5992 -2.1140
H 11.1987 1.0195 -2.7982
O -6.1788 3.5926 1.8497
C -6.6056 2.7423 2.6290
O -6.9692 1.5207 2.1768
C -7.2698 0.3967 3.0234
C -8.7270 0.4060 3.4386
C -6.8265 3.0711 4.0752
H -6.5892 0.3509 3.8790
H -7.0735 -0.5004 2.4260
H -8.9696 1.2900 4.0349
H -8.9672 -0.4850 4.0267
H -9.3758 0.4310 2.5566
H -7.8282 3.4859 4.2036
H -6.0876 3.8209 4.3772
H -6.6837 2.2220 4.7416
O -4.8147 6.9029 5.2606
C -4.5414 7.2470 4.1120
O -4.9278 8.4582 3.6503
C -4.4764 9.0386 2.4134
C -5.3474 8.5929 1.2565
C -3.8650 6.2979 3.1686
H -3.4148 8.8348 2.2435
H -4.5660 10.1240 2.5316
H -5.2923 7.5112 1.1052
H -5.0423 9.0882 0.3297
H -6.3976 8.8320 1.4542
H -4.6191 5.6967 2.6569
H -3.2142 5.6362 3.7498
H -3.2215 6.7910 2.4417
O 4.9921 -6.6177 5.5407
C 3.9026 -6.2707 5.0879
O 2.9929 -7.1969 4.7086
C 1.6240 -6.9034 4.3761
C 1.4901 -6.5301 2.9138
C 3.5973 -4.8216 4.8531
H 1.2075 -6.1433 5.0440
H 1.0574 -7.8219 4.5644
H 2.0463 -5.6183 2.6790
H 0.4399 -6.3728 2.6495
H 1.8981 -7.3227 2.2777
H 3.9417 -4.5355 3.8574
H 4.1339 -4.2285 5.6012
H 2.5437 -4.5738 4.9713
```

Properties
HOMO ... -11.34 eV
Net charge ... +1
Molecular weight ... 824.2 g mol⁻¹
HOMO-LUMO gap ... 8.6 eV